Entry w
{
  "formula": "C5H9N3",
  "method": "ωB97M-V/def2-TZVPD",
  "symbols": ["N", "H", "C", "C", "C", "N", "H", "H", "C", "H", "N", "H", "C", "H", "H", "H", "H"],
  "xyz": [[1.974, -0.840, -0.814], [1.391, 1.627, 1.419], [0.074, -0.553, 0.820], [1.364, -0.481, 0.372], [-2.232, -0.756, 0.040], [-1.034, 0.821, -0.736], [2.642, -0.048, -1.240], [-0.128, 2.521, -0.352], [0.974, 0.950, 0.655], [-2.541, 0.041, 0.863], [-0.913, -0.395, -0.288], [-0.313, -0.841, 1.709], [-0.087, 1.570, -0.126], [-2.868, -0.853, -0.787], [1.764, -0.932, 1.332], [1.218, -1.324, -1.451], [-1.915, -1.663, 0.807]],
  "lowdin_charge": [0.036, 0.120, -0.102, -0.488, -0.088, 0.035, 0.157, 0.041, -0.033, 0.119, -0.276, 0.097, -0.103, 0.061, 0.161, 0.132, 0.131],
  "e_lumo_ev": 0.91,
  "gap_ev": 9.023,
  "smiles": "CN1N=C[C@@H]2[C@H](N)[C@@H]21"
}

---

Entry x
{
  "formula": "C5H9N3",
  "method": "ωB97M-V/def2-TZVPD",
  "symbols": ["H", "H", "C", "N", "H", "H", "H", "C", "H", "H", "N", "C", "C", "C", "N", "H", "H"],
  "xyz": [[1.405, -0.703, -1.472], [0.350, -1.646, 0.582], [-0.252, -1.472, -0.354], [1.266, 1.410, -0.504], [-1.510, -2.584, 0.887], [0.939, 2.496, 1.103], [-0.969, 1.359, 1.323], [1.625, 2.291, 0.277], [-0.250, -0.574, -2.352], [2.664, 2.739, 0.324], [0.169, 0.663, -0.341], [0.281, -0.675, -1.302], [-0.555, 0.299, 0.864], [-1.417, -0.728, 0.163], [-1.583, -2.069, -0.156], [-2.152, -0.346, -0.655], [-0.011, -0.459, 1.613]],
  "lowdin_charge": [0.123, 0.145, -0.378, -0.058, 0.177, 0.049, 0.161, -0.089, 0.159, 0.082, -0.156, -0.085, -0.159, -0.364, 0.082, 0.171, 0.139],
  "e_lumo_ev": 0.84,
  "gap_ev": 9.190,
  "smiles": "C=NN1C[C@@H]2N[C@H]2C1"
}

---

Entry y
{
  "formula": "C5H9N3",
  "method": "ωB97M-V/def2-TZVPD",
  "symbols": ["H", "H", "H", "N", "H", "H", "N", "C", "C", "C", "H", "H", "H", "C", "C", "N", "H"],
  "xyz": [[0.658, -0.233, 2.550], [-1.799, -1.193, -1.800], [0.344, -2.283, 0.568], [-1.536, 0.212, -0.515], [1.684, 2.379, -1.406], [1.703, -0.908, 1.356], [-2.387, -0.495, -1.371], [-0.590, -1.903, 0.200], [0.745, 2.433, -0.887], [1.227, -0.023, 1.529], [2.082, 0.724, 1.764], [-2.760, 0.105, -2.240], [-1.177, -2.723, -0.204], [0.414, 1.435, -0.151], [-0.653, -0.555, 0.021], [0.436, 0.296, 0.419], [0.419, 3.475, -0.785]],
  "lowdin_charge": [0.157, 0.028, 0.003, -0.088, 0.077, 0.041, -0.034, -0.002, 0.084, -0.045, 0.133, 0.120, 0.031, -0.025, -0.517, -0.050, 0.087],
  "e_lumo_ev": [-0.17, -0.17],
  "gap_ev": [5.920, 5.923]
}

---

Entry z
{
  "formula": "C5H9N3",
  "method": "ωB97M-V/def2-TZVPD",
  "symbols": ["C", "H", "H", "H", "N", "C", "H", "C", "H", "C", "N", "H", "H", "H", "N", "H", "C"],
  "xyz": [[0.677, -0.293, 0.237], [-2.148, -0.361, -0.595], [0.096, -2.213, -0.586], [0.154, -0.916, -1.763], [1.455, 1.456, -0.990], [-2.083, 0.513, 0.037], [1.665, -1.600, -1.160], [-1.144, 0.615, 0.996], [-1.082, 1.536, 1.572], [0.422, -0.888, 1.584], [-0.687, -0.498, 2.038], [1.704, 2.432, -0.882], [0.744, 1.226, -1.690], [0.978, -1.731, 1.983], [1.452, 0.782, 0.158], [-2.850, 1.265, -0.060], [0.646, -1.325, -0.879]],
  "lowdin_charge": [-0.417, 0.045, 0.079, 0.065, 0.019, -0.015, 0.088, -0.209, 0.098, -0.166, 0.113, 0.093, 0.091, 0.113, -0.007, 0.046, -0.037],
  "e_lumo_ev": [0.68, 0.68],
  "gap_ev": [8.588, 8.589],
  "smiles": "C=C/N=C\\C(C)=N\\N"
}

---

The structure with the greatest stability is entry z.

---

Entry w
{
  "formula": "C5H9NO",
  "method": "ωB97M-V/def2-TZVPD",
  "symbols": ["O", "H", "H", "H", "H", "H", "H", "N", "C", "H", "H", "H", "C", "C", "C", "C"],
  "xyz": [[1.479, -1.239, -0.652], [-2.985, -0.529, 0.794], [0.728, 0.358, -1.821], [-1.641, 1.464, 1.009], [-2.714, 0.005, -0.862], [-1.804, -1.376, -0.206], [0.671, 1.720, 0.561], [-0.146, 0.012, 1.502], [-1.180, 0.558, 0.616], [2.939, -0.040, 0.344], [3.142, -0.190, -1.481], [-0.060, -0.985, 1.297], [-2.210, -0.386, 0.029], [0.266, 0.740, 0.303], [2.467, -0.215, -0.624], [1.048, 0.104, -0.810]],
  "lowdin_charge": [-0.043, 0.078, 0.146, 0.126, 0.073, 0.078, 0.138, 0.064, -0.320, 0.121, 0.111, 0.092, -0.054, -0.241, -0.108, -0.262],
  "e_lumo_ev": 1.12,
  "gap_ev": 10.321,
  "smiles": "C[C@H]1N[C@H]1[C@H]1CO1"
}

---

Entry x
{
  "formula": "C5H9NO",
  "method": "ωB97M-V/def2-TZVPD",
  "symbols": ["H", "H", "C", "H", "H", "C", "C", "O", "N", "H", "C", "H", "C", "H", "H", "H"],
  "xyz": [[1.312, -1.503, -1.214], [-1.497, -0.164, 1.930], [-0.221, 0.624, 0.393], [0.223, -2.986, -1.591], [1.916, 0.726, 0.514], [0.379, -1.917, -1.556], [-0.896, -0.188, -0.561], [-1.355, 1.088, -0.493], [-0.720, -1.115, -1.477], [1.109, 2.306, 0.532], [-0.584, 0.431, 1.844], [1.243, 1.389, -0.991], [1.088, 1.304, 0.088], [-1.498, -1.271, -2.113], [-0.725, 1.390, 2.350], [0.226, -0.112, 2.345]],
  "lowdin_charge": [0.026, 0.090, -0.418, 0.025, 0.090, -0.073, -0.287, 0.077, -0.028, 0.089, -0.009, 0.093, -0.014, 0.159, 0.089, 0.091],
  "e_lumo_ev": [0.78, 0.81],
  "gap_ev": [7.137, 7.487]
}

---

Entry y
{
  "formula": "C5H9NO",
  "method": "ωB97M-V/def2-TZVPD",
  "symbols": ["H", "H", "H", "H", "C", "H", "C", "H", "O", "C", "C", "H", "H", "N", "C", "H"],
  "xyz": [[0.417, -0.867, -1.767], [1.921, 0.457, 0.700], [1.487, -1.216, 0.168], [-0.499, 0.367, 1.813], [-0.934, 0.015, -0.286], [-1.663, 0.832, -0.272], [-1.693, -1.228, -0.067], [0.751, 2.213, 1.309], [0.487, 1.714, 0.522], [-0.249, -0.005, -1.660], [1.335, -0.445, 0.932], [1.583, -0.853, 1.918], [-0.996, -0.055, -2.457], [-2.319, -2.194, 0.061], [0.040, 0.353, 0.858], [0.333, 0.912, -1.772]],
  "lowdin_charge": [0.081, 0.087, 0.079, 0.145, -0.320, 0.147, -0.187, 0.100, -0.092, -0.049, -0.030, 0.081, 0.088, 0.150, -0.365, 0.085],
  "e_lumo_ev": 0.61,
  "gap_ev": 11.652,
  "smiles": "C[C@@H](O)[C@@H](C)C#N"
}

---

Entry z
{
  "formula": "C5H9NO",
  "method": "ωB97M-V/def2-TZVPD",
  "symbols": ["H", "H", "H", "N", "O", "H", "H", "H", "C", "C", "C", "H", "C", "H", "H", "C"],
  "xyz": [[0.995, 1.015, 1.619], [-2.843, -0.594, -0.653], [0.614, -2.033, -0.107], [-0.021, 2.731, -0.931], [-0.869, -1.649, 1.013], [-1.325, 0.225, 1.543], [-1.932, 0.932, -0.705], [-1.247, -0.558, -1.419], [-1.284, -0.544, 0.745], [-1.843, -0.150, -0.596], [1.171, 0.966, 0.549], [2.599, -0.579, 0.653], [0.497, 1.934, -0.268], [1.257, -1.822, -0.415], [2.199, 0.033, -1.050], [2.030, 0.094, 0.021]],
  "lowdin_charge": [0.110, 0.090, 0.075, 0.156, -0.029, 0.118, 0.055, 0.089, -0.351, -0.055, -0.196, 0.073, -0.251, 0.055, 0.083, -0.022],
  "e_lumo_ev": 0.20,
  "gap_ev": 10.340,
  "smiles": "C=CC#N.[H][H].CC=O"
}

---

The structure with the greatest stability is entry y.

---

Entry w
{
  "formula": "C4H3N3",
  "method": "ωB97M-V/def2-TZVPD",
  "symbols": ["C", "N", "H", "H", "C", "N", "H", "N", "C", "C"],
  "xyz": [[-0.580, 0.479, -0.146], [2.043, -0.116, -1.511], [-1.933, -1.378, -0.514], [0.541, 1.708, 1.041], [0.590, -0.262, 0.653], [-0.060, 0.895, 1.160], [-0.576, 1.157, -0.997], [-0.300, -1.419, 0.854], [-1.121, -0.885, 0.009], [1.396, -0.177, -0.549]],
  "lowdin_charge": [-0.151, 0.147, 0.117, 0.126, -0.350, 0.136, 0.150, 0.150, -0.098, -0.227],
  "e_lumo_ev": 0.13,
  "gap_ev": 9.501
}

---

Entry x
{
  "formula": "C4H3N3",
  "method": "ωB97M-V/def2-TZVPD",
  "symbols": ["H", "C", "N", "H", "C", "C", "H", "N", "N", "C"],
  "xyz": [[-1.420, 0.822, 1.536], [1.265, 0.439, -0.041], [1.532, 1.366, 0.912], [-1.406, -2.487, -2.215], [-0.049, 0.050, 0.069], [-1.113, -1.743, -1.507], [1.997, 0.088, -0.753], [-0.504, 0.791, 1.113], [0.458, 1.574, 1.607], [-0.738, -0.907, -0.725]],
  "lowdin_charge": [0.160, -0.097, -0.003, 0.034, -0.287, 0.132, 0.110, 0.042, -0.016, -0.075],
  "e_lumo_ev": 0.80,
  "gap_ev": 10.307,
  "smiles": "C#Cc1cnn[nH]1"
}

---

The structure with the greatest stability is entry x.